Entry 1:
Entry from the OMol25 dataset: a structure of composition C23H29BrNO5SV at a distorted geometry (wB97M-V/def2-TZVPD).

Kohn-Sham gap (alpha / beta) in eV: 7.12 / 7.57
Calculated total energy in hartree: -5240.732679
Net charge: +1
LUMO (alpha / beta) in eV: -5.13 / -4.69
Strongest force on any atom in eV Å⁻¹: 6.02
ΔE to the lowest compared entry with this formula, charge and spin in kcal/mol: 36.7
2S+1: 2

Element x y z (Å)
V  -0.981  2.629  -0.676
C  6.276  3.474  0.732
C  4.833  3.257  1.077
C  3.817  3.805  0.298
C  2.483  3.534  0.565
C  2.165  2.710  1.633
C  3.156  2.199  2.461
C  4.481  2.475  2.178
S  0.514  2.147  1.986
O  0.351  0.827  1.436
O  0.231  2.360  3.366
N  -0.475  3.096  1.046
C  -0.676  4.489  1.419
C  -1.056  5.213  0.116
O  -1.349  6.354  0.013
O  -1.034  4.290  -0.878
H  6.401  4.273  0.004
H  6.692  2.560  0.303
H  6.863  3.711  1.619
H  4.069  4.458  -0.529
H  1.713  3.983  -0.049
H  2.873  1.597  3.315
H  5.256  2.079  2.822
H  0.221  4.940  1.853
H  -1.486  4.613  2.141
C  -0.175  -4.867  0.386
C  0.290  -4.176  -0.907
C  -0.261  -4.924  -2.132
C  1.819  -4.214  -0.941
C  -0.250  -2.750  -0.929
C  0.584  -1.662  -1.190
C  0.024  -0.418  -1.120
Br  0.960  1.252  -1.508
C  -1.305  -0.169  -0.781
O  -1.560  1.143  -0.638
C  -2.191  -1.249  -0.670
C  -1.613  -2.510  -0.729
C  -3.698  -1.019  -0.561
C  -4.459  -2.345  -0.518
C  -4.155  -0.259  -1.822
C  -4.041  -0.227  0.710
H  0.235  -5.876  0.427
H  -1.260  -4.947  0.443
H  0.176  -4.314  1.258
H  0.148  -5.935  -2.167
H  0.015  -4.409  -3.053
H  -1.349  -5.001  -2.092
H  2.148  -5.248  -0.849
H  2.244  -3.650  -0.108
H  2.220  -3.824  -1.878
H  1.628  -1.781  -1.436
H  -2.268  -3.360  -0.605
H  -4.280  -2.936  -1.418
H  -5.528  -2.137  -0.464
H  -4.190  -2.935  0.360
H  -3.883  -0.821  -2.717
H  -3.710  0.733  -1.889
H  -5.238  -0.137  -1.812
H  -3.663  -0.743  1.594
H  -5.124  -0.140  0.804
H  -3.627  0.780  0.699

Entry 2:
Entry from the OMol25 dataset: a cluster of 10 separate species, C28H72O32S10 in total at a distorted geometry (wB97M-V/def2-TZVPD).

SMILES: CCOS(C)(=O)=O.CCOS(C)(=O)=O.CCOS(C)(=O)=O.CCOS(C)(=O)=O.CCOS(C)(=O)=O.CCOS(C)(=O)=O.CCOS(C)(=O)=O.CCOS(C)(=O)=O.O=S1(=O)OCCO1.O=S1(=O)OCCO1
Kohn-Sham gap in eV: 9.45
Calculated total energy in hartree: -7499.297438
Net charge: 0
LUMO in eV: -0.56
Strongest force on any atom in eV Å⁻¹: 7.28
ΔE to the lowest compared entry with this formula, charge and spin in kcal/mol: 0.0
2S+1: 1

Element x y z (Å)
C  -2.274  3.264  -3.288
C  -3.449  2.342  -3.208
O  -3.283  1.427  -2.117
S  -3.190  -0.113  -2.459
C  -4.786  -0.482  -3.131
O  -2.214  -0.287  -3.471
O  -3.064  -0.737  -1.198
H  -2.405  4.032  -4.052
H  -1.381  2.691  -3.540
H  -2.139  3.806  -2.349
H  -4.385  2.893  -3.059
H  -3.612  1.839  -4.163
H  -5.484  -0.305  -2.316
H  -4.752  -1.546  -3.354
H  -4.944  0.110  -4.021
C  -1.710  -4.217  -1.781
C  -0.818  -4.543  -0.607
O  -0.347  -5.888  -0.744
S  0.356  -6.488  0.522
C  -0.969  -6.698  1.634
O  0.803  -7.773  0.128
O  1.238  -5.495  1.012
H  -2.626  -4.800  -1.789
H  -1.135  -4.490  -2.678
H  -1.846  -3.141  -1.862
H  0.027  -3.855  -0.546
H  -1.382  -4.441  0.326
H  -1.348  -5.721  1.887
H  -0.568  -7.241  2.485
H  -1.706  -7.345  1.167
C  4.471  3.783  2.386
C  3.664  3.462  1.152
O  4.195  2.327  0.459
S  4.752  2.574  -0.990
C  3.241  2.899  -1.871
O  5.600  3.708  -1.032
O  5.145  1.303  -1.455
H  4.029  4.619  2.932
H  5.466  4.127  2.086
H  4.626  2.896  2.997
H  2.646  3.141  1.380
H  3.554  4.338  0.508
H  2.674  1.976  -1.858
H  3.543  3.230  -2.861
H  2.688  3.708  -1.388
C  -0.094  -0.475  0.489
C  0.082  -0.040  -0.959
O  1.456  -0.003  -1.327
S  2.067  -1.189  -2.170
C  1.301  -1.046  -3.741
O  3.458  -0.963  -2.240
O  1.619  -2.428  -1.619
H  0.381  -1.438  0.676
H  -1.165  -0.513  0.688
H  0.401  0.242  1.151
H  -0.509  -0.744  -1.542
H  -0.346  0.960  -1.058
H  1.598  -1.900  -4.337
H  1.599  -0.087  -4.167
H  0.222  -1.026  -3.600
C  5.508  4.890  -6.460
C  4.450  3.862  -6.127
O  4.940  2.532  -6.436
S  4.306  1.311  -5.643
C  3.928  0.279  -7.024
O  5.339  0.733  -4.890
O  3.082  1.703  -5.022
H  6.518  4.510  -6.318
H  5.389  5.756  -5.808
H  5.397  5.216  -7.493
H  4.108  3.925  -5.093
H  3.547  4.094  -6.707
H  3.045  0.735  -7.474
H  3.657  -0.696  -6.637
H  4.749  0.337  -7.726
C  -0.390  3.994  3.135
C  -0.942  4.916  2.094
O  -1.287  4.376  0.814
S  -0.103  3.726  -0.021
C  -1.052  3.172  -1.396
O  0.832  4.727  -0.445
O  0.361  2.585  0.703
H  -0.404  4.540  4.078
H  0.650  3.726  2.958
H  -0.969  3.073  3.193
H  -1.842  5.406  2.475
H  -0.305  5.805  1.976
H  -1.826  2.532  -1.000
H  -0.368  2.641  -2.052
H  -1.450  4.042  -1.911
C  3.830  -3.877  3.849
C  4.974  -2.978  3.418
O  4.880  -2.787  2.004
S  4.957  -1.328  1.351
C  3.233  -0.982  1.195
O  5.547  -0.453  2.280
O  5.467  -1.541  0.069
H  2.872  -3.364  3.802
H  3.962  -4.310  4.842
H  3.717  -4.722  3.162
H  4.939  -2.061  4.009
H  5.955  -3.405  3.634
H  2.827  -1.746  0.542
H  3.192  0.007  0.728
H  2.773  -0.841  2.169
C  -3.130  0.928  3.492
C  -3.944  2.086  2.953
O  -4.405  1.915  1.598
S  -5.741  1.155  1.407
C  -6.855  2.493  1.260
O  -5.739  0.465  0.177
O  -6.011  0.432  2.600
H  -3.728  0.050  3.721
H  -2.533  1.255  4.348
H  -2.361  0.598  2.780
H  -4.784  2.259  3.636
H  -3.362  3.004  3.017
H  -6.915  3.063  2.183
H  -7.820  2.059  1.007
H  -6.520  3.136  0.451
O  -4.481  -5.612  3.306
S  -4.354  -4.828  2.144
O  -4.012  -5.439  0.923
O  -5.699  -4.017  2.020
C  -5.446  -2.631  1.736
C  -4.126  -2.349  2.420
O  -3.410  -3.577  2.378
H  -5.263  -2.489  0.665
H  -6.267  -2.020  2.082
H  -4.207  -2.030  3.465
H  -3.519  -1.579  1.945
O  -0.602  -4.478  3.777
S  0.019  -3.219  3.699
O  0.871  -2.947  2.629
O  -1.095  -2.074  3.715
C  -1.511  -1.824  5.056
C  -0.263  -2.115  5.901
O  0.653  -2.814  5.089
H  -1.820  -0.787  5.135
H  -2.339  -2.501  5.277
H  -0.458  -2.670  6.822
H  0.214  -1.204  6.274

Entry 3:
Entry from the OMol25 dataset: a cluster of 3 separate species, C22H48BN2O6 in total at a distorted geometry (wB97M-V/def2-TZVPD).

Kohn-Sham gap (alpha / beta) in eV: 8.42 / 9.64
Calculated total energy in hartree: -1452.817178
Net charge: 0
LUMO (alpha / beta) in eV: 0.27 / 0.27
Strongest force on any atom in eV Å⁻¹: 2.36
2S+1: 2

Element x y z (Å)
C  3.429  -2.370  2.984
C  4.487  -1.672  2.167
O  5.609  -1.414  2.587
O  4.095  -1.351  0.890
C  3.556  -0.013  0.865
C  2.788  0.261  -0.442
C  2.624  -0.947  -1.350
C  1.622  -2.038  -0.907
C  0.741  -1.767  0.310
C  -0.781  -1.389  0.130
B  -1.623  -2.620  0.702
N  -1.747  -2.887  2.162
O  -2.247  -3.503  -0.152
C  -1.145  -0.182  1.039
C  -0.986  1.234  0.449
C  0.028  2.048  1.312
C  -2.324  1.975  0.571
N  -0.464  1.242  -0.933
O  -0.310  2.418  -1.402
C  -1.045  0.286  -1.898
C  -2.370  0.794  -2.502
C  -0.049  0.194  -3.091
C  -1.289  -1.117  -1.295
H  3.684  -2.357  4.035
H  3.338  -3.386  2.609
H  2.466  -1.880  2.865
H  4.333  0.726  1.043
H  2.863  0.088  1.705
H  3.356  1.017  -0.981
H  1.849  0.723  -0.159
H  2.388  -0.578  -2.344
H  3.604  -1.405  -1.456
H  1.046  -2.344  -1.777
H  2.219  -2.918  -0.672
H  0.756  -2.694  0.891
H  1.179  -1.041  0.989
H  -0.833  -2.840  2.595
H  -2.321  -2.186  2.615
H  -3.145  -3.647  0.153
H  -0.597  -0.302  1.967
H  -2.199  -0.289  1.306
H  -0.441  2.950  1.696
H  0.376  1.489  2.176
H  0.880  2.377  0.728
H  -2.568  1.977  1.632
H  -3.133  1.457  0.063
H  -2.222  3.007  0.254
H  -2.524  0.245  -3.423
H  -2.313  1.845  -2.768
H  -3.228  0.572  -1.875
H  -0.509  0.492  -4.026
H  0.348  -0.809  -3.213
H  0.796  0.854  -2.919
H  -0.977  -1.876  -2.003
H  -2.372  -1.238  -1.248
C  3.926  2.235  6.431
C  3.723  1.226  5.311
C  4.881  0.244  5.218
O  3.554  1.903  4.063
H  4.829  2.824  6.252
H  3.086  2.929  6.479
H  4.024  1.739  7.398
H  2.794  0.679  5.480
H  5.816  0.767  5.001
H  4.717  -0.460  4.410
H  5.004  -0.312  6.150
H  4.362  2.395  3.887
C  -5.415  0.579  -6.981
C  -5.499  0.306  -5.487
C  -6.789  0.851  -4.893
O  -4.371  0.873  -4.818
H  -5.426  1.655  -7.173
H  -4.486  0.183  -7.390
H  -6.252  0.126  -7.514
H  -5.441  -0.768  -5.309
H  -6.840  1.935  -5.023
H  -6.833  0.648  -3.822
H  -7.664  0.406  -5.368
H  -4.395  1.825  -4.957

Entry 4:
Entry from the OMol25 dataset: a structure of composition C14H17BrN2O3S (wB97M-V/def2-TZVPD).

Kohn-Sham gap in eV: 8.22
Calculated total energy in hartree: -3851.123737
Net charge: 0
LUMO in eV: -0.88
Strongest force on any atom in eV Å⁻¹: 0.81
ΔE to the lowest compared entry with this formula, charge and spin in kcal/mol: 25.7
2S+1: 1

Element x y z (Å)
C  2.915  -1.233  -1.472
C  3.353  0.020  -2.233
C  3.746  -0.281  -3.691
C  2.358  1.189  -2.106
C  0.892  0.823  -2.118
C  0.041  1.386  -1.121
C  -1.280  1.097  -1.073
Br  -2.375  1.864  0.269
C  -1.852  0.216  -2.018
N  -3.115  -0.200  -2.120
S  -3.191  -1.175  -3.368
N  -1.643  -1.166  -3.846
C  -1.011  -0.346  -3.007
C  0.373  -0.022  -3.050
H  3.753  -1.730  -0.997
H  2.440  -1.933  -2.153
H  2.185  -1.024  -0.695
H  4.262  0.374  -1.754
H  4.608  0.316  -3.961
H  4.032  -1.326  -3.777
H  2.948  -0.081  -4.396
H  2.574  1.943  -2.858
H  2.557  1.666  -1.147
H  0.470  2.049  -0.389
H  0.974  -0.469  -3.819
C  -3.494  0.707  3.541
C  -2.175  0.085  3.922
C  -2.267  -1.326  4.460
O  -1.150  -1.388  5.356
C  -0.885  -0.126  5.777
O  -0.151  0.149  6.666
O  -1.579  0.774  5.037
H  -3.340  1.689  3.097
H  -4.019  0.082  2.820
H  -4.125  0.845  4.420
H  -1.473  0.138  3.085
H  -2.173  -2.087  3.689
H  -3.183  -1.497  5.030